Record 1
Below is a structure of composition C27H33ClN4O6PS2SeTc, with properties calculated with ωB97M-V/def2-TZVPD.

```
! wB97M-V def2-TZVPD RIJCOSX def2/J DEFGRID3
* xyz 1 4
Tc -0.29 0.72 -0.67
C -3.31 4.76 1.09
O -2.58 4.82 -0.15
C -1.95 3.71 -0.50
O -1.94 2.68 0.16
N -1.32 3.86 -1.70
N -0.46 2.83 -2.10
H -3.74 5.75 1.22
H -2.63 4.52 1.91
H -4.09 4.00 1.03
H -1.18 4.79 -2.04
H 0.52 3.07 -1.90
H -0.60 2.63 -3.08
Se 0.80 1.89 1.29
C 2.51 1.04 1.49
C 2.69 -0.31 1.24
C 3.98 -0.81 1.33
N 5.04 -0.07 1.63
C 4.85 1.23 1.86
C 3.60 1.84 1.81
H 1.87 -0.95 0.97
H 4.17 -1.86 1.13
H 5.73 1.81 2.10
H 3.49 2.90 1.99
Cl 8.14 0.07 -2.53
C 6.49 0.52 -2.24
C 5.49 -0.41 -2.45
C 4.17 -0.05 -2.21
C 3.86 1.23 -1.77
C 4.88 2.16 -1.57
C 6.20 1.81 -1.81
C 2.46 1.62 -1.46
O 2.20 2.74 -1.00
O 1.55 0.72 -1.67
H 5.74 -1.41 -2.78
H 3.37 -0.77 -2.36
H 4.63 3.15 -1.23
H 7.00 2.52 -1.66
N -1.02 -0.30 -2.34
C -1.42 -0.87 -3.25
C -1.90 -1.58 -4.39
C -3.16 -2.20 -4.34
C -3.62 -2.89 -5.44
C -2.84 -2.96 -6.59
C -1.59 -2.35 -6.64
C -1.12 -1.66 -5.54
H -3.75 -2.13 -3.43
H -4.59 -3.37 -5.41
H -3.21 -3.50 -7.45
H -0.99 -2.42 -7.54
H -0.15 -1.18 -5.57
C -4.56 -1.07 3.34
C -3.42 -0.15 3.72
C -3.49 0.35 5.14
O -2.17 -0.92 3.60
P -1.11 -0.60 2.48
S -0.19 1.13 3.15
S -1.95 -0.48 0.69
O -0.01 -1.70 2.65
C -0.16 -3.16 2.80
C -1.27 -3.72 1.94
C -0.32 -3.47 4.27
H -5.51 -0.54 3.43
H -4.58 -1.93 4.00
H -4.45 -1.41 2.31
H -3.36 0.69 3.02
H -3.50 -0.48 5.84
H -4.40 0.93 5.28
H -2.63 0.99 5.37
H 0.80 -3.52 2.44
H -2.25 -3.36 2.27
H -1.27 -4.80 2.02
H -1.14 -3.45 0.89
H -1.27 -3.12 4.64
H 0.49 -3.02 4.85
H -0.27 -4.55 4.41
*
```

Calculated values
LUMO (spin up / spin down): -2.6 / -3.1 eV
ΔE to the lowest compared entry with this formula, charge and spin: 0.0 kcal per mole
<S²>: 3.77
E_HOMO (spin up / spin down): -0.3841 / -0.3772 Eh

Mulliken atomic charge list, values in e, 8 entries: Tc 1.08; C -0.60; O -0.41; C 0.63; O -0.45; N -0.25; N -0.16; H 0.23

---

Record 2
Below is a structure of composition C27H33ClN7ORuS2SbSe5 in a non-equilibrium geometry, with properties calculated with ωB97M-V/def2-TZVPD.

```
! wB97M-V def2-TZVPD RIJCOSX def2/J DEFGRID3
* xyz 2 5
Ru 1.19 -0.78 -0.94
C 4.26 1.96 -4.34
C 3.03 2.29 -3.53
C 2.84 3.56 -3.00
C 1.83 3.76 -2.02
N 1.05 2.79 -1.61
C 1.15 1.59 -2.29
S -0.21 0.59 -2.05
N 1.98 1.45 -3.35
C 1.72 5.06 -1.34
H 5.16 2.03 -3.74
H 4.36 2.79 -5.05
H 4.18 0.94 -4.71
H 3.46 4.40 -3.40
H 1.90 0.59 -3.92
H 2.36 5.03 -0.47
H 0.63 5.00 -1.02
H 1.94 5.90 -1.99
C -5.01 1.83 -0.44
N -4.85 1.58 0.96
C -4.24 0.51 1.64
C -4.37 0.70 2.93
N -5.18 1.84 3.13
C -5.51 2.45 4.41
C -5.30 2.48 1.92
Se -6.15 4.13 1.86
H -5.52 2.79 -0.48
H -5.56 1.09 -0.98
H -4.04 1.98 -0.93
H -3.86 -0.36 1.13
H -3.94 0.17 3.80
H -6.59 2.55 4.41
H -5.12 3.46 4.45
H -5.20 1.76 5.22
C -4.47 -1.71 -2.81
C -3.14 -1.74 -2.02
N -2.11 -2.18 -2.71
O -3.03 -1.36 -0.79
H -4.71 -2.64 -3.35
H -4.53 -0.74 -3.37
H -5.22 -1.66 -2.04
H -2.23 -2.37 -3.67
H -1.18 -2.51 -2.35
Cl 5.66 -4.00 3.72
C 5.07 -2.96 2.52
C 4.99 -3.45 1.18
C 4.41 -2.67 0.14
C 4.00 -1.34 0.38
C 3.23 -0.56 -0.61
C 4.16 -0.89 1.71
C 4.58 -1.66 2.78
H 5.38 -4.45 0.98
H 4.31 -3.06 -0.90
H 3.37 -1.02 -1.63
H 3.54 0.50 -0.57
H 3.84 0.11 1.90
H 4.60 -1.32 3.82
Se -0.14 -1.17 -5.34
Sb 1.54 -1.86 -3.73
Se 4.01 -1.67 -4.48
Se 0.97 -4.30 -2.89
Se 1.61 -3.18 -0.85
N 1.60 1.48 1.29
C 1.10 0.35 1.83
N 0.63 -0.63 1.08
C -0.02 -1.64 1.90
C -0.69 -2.82 1.63
C -1.28 -3.58 2.63
C -1.06 -3.19 3.96
C -0.50 -2.00 4.29
C 0.07 -1.24 3.27
S 0.85 0.31 3.58
H 1.37 1.78 0.33
H 1.67 2.24 1.95
H -0.79 -3.22 0.65
H -1.86 -4.51 2.29
H -1.39 -3.85 4.75
H -0.60 -1.51 5.26
*
```

Calculated values
LUMO (spin up / spin down): -6.3 / -8.0 eV
<S²>: 6.09
E_HOMO (spin up / spin down): -0.4463 / -0.4436 Eh

Mulliken atomic charge list, values in e, 8 entries: Ru 0.87; C -1.20; C 0.80; C -0.76; C 0.90; N -0.52; C -0.11; S -0.13

---

Record 3
Below is a structure of composition C27H33F6GeMoNO11PS4 in a non-equilibrium geometry, with properties calculated with ωB97M-V/def2-TZVPD.

```
! wB97M-V def2-TZVPD RIJCOSX def2/J DEFGRID3
* xyz 0 4
Mo 0.06 -0.40 2.02
F -3.17 -3.90 1.58
C -2.11 -4.44 2.12
F -1.55 -5.31 1.29
F -2.44 -5.07 3.25
S -0.91 -3.10 2.48
O -1.60 -1.94 3.02
O -0.25 -2.75 1.23
N 0.03 -3.84 3.49
S 1.34 -3.04 3.89
O 2.53 -3.82 3.88
O 1.41 -1.74 3.19
C 1.01 -2.55 5.64
F -0.08 -1.80 5.68
F 2.05 -1.85 6.08
F 0.85 -3.63 6.38
O -0.58 3.40 3.37
S -0.57 1.99 3.61
O -1.18 1.21 2.45
O -0.98 1.49 4.88
S 1.39 1.19 3.31
C 4.07 0.58 2.26
Ge 2.50 1.17 1.24
C 2.58 3.05 0.78
C 1.53 3.95 0.96
C 1.68 5.27 0.57
C 2.87 5.70 0.00
C 3.92 4.81 -0.18
C 3.77 3.48 0.21
C 2.24 -0.09 -0.23
C 2.81 -1.33 -0.06
C 3.01 -2.19 -1.15
C 2.68 -1.77 -2.41
C 2.07 -0.51 -2.63
C 1.72 -0.08 -3.93
C 1.06 1.10 -4.12
C 0.72 1.90 -3.01
C 1.07 1.53 -1.74
C 1.79 0.33 -1.52
H 4.93 0.52 1.59
H 3.90 -0.40 2.70
H 4.27 1.30 3.05
H 0.60 3.63 1.42
H 0.86 5.96 0.72
H 2.98 6.73 -0.31
H 4.85 5.14 -0.63
H 4.60 2.79 0.06
H 3.14 -1.64 0.92
H 3.45 -3.17 -0.99
H 2.87 -2.40 -3.27
H 1.96 -0.72 -4.77
H 0.78 1.42 -5.11
H 0.16 2.82 -3.16
H 0.78 2.15 -0.91
C -4.17 2.15 -1.86
C -3.22 1.71 -0.76
C -2.21 2.80 -0.45
C -3.99 1.29 0.48
O -2.51 0.59 -1.34
P -1.84 -0.64 -0.60
O -2.78 -1.53 0.11
O -0.71 -0.04 0.29
O -1.03 -1.31 -1.79
C -1.62 -2.38 -2.62
C -0.69 -2.48 -3.81
C -1.61 -3.68 -1.83
C -3.02 -2.00 -3.06
H -4.74 3.03 -1.54
H -4.87 1.35 -2.10
H -3.61 2.41 -2.76
H -2.72 3.70 -0.10
H -1.65 3.06 -1.36
H -1.52 2.48 0.32
H -4.57 2.15 0.84
H -3.33 0.98 1.28
H -4.67 0.47 0.25
H 0.31 -2.76 -3.50
H -0.65 -1.52 -4.34
H -1.07 -3.24 -4.50
H -0.61 -3.87 -1.44
H -1.90 -4.50 -2.49
H -2.31 -3.62 -1.00
H -3.02 -1.05 -3.59
H -3.70 -1.93 -2.21
H -3.40 -2.77 -3.74
*
```

Calculated values
LUMO (spin up / spin down): -0.9 / -1.4 eV
ΔE to the lowest compared entry with this formula, charge and spin: 59.4 kcal per mole
<S²>: 3.77
E_HOMO (spin up / spin down): -0.3135 / -0.3255 Eh

Mulliken atomic charge list, values in e, 8 entries: Mo 0.09; F -0.13; C 0.47; F -0.20; F -0.20; S 1.01; O -0.66; O -0.53

---

Record 4
Below is a structure of composition C27H33I2NO3SSiSn, with properties calculated with ωB97M-V/def2-TZVPD.

```
! wB97M-V def2-TZVPD RIJCOSX def2/J DEFGRID3
* xyz 2 1
Sn 0.10 0.31 -0.04
C -0.51 -1.73 0.52
Si -2.20 -1.88 -0.23
C -2.01 0.00 -2.21
N -0.53 0.07 -2.30
C -0.10 1.35 -2.94
C -0.58 1.49 -4.39
C -0.61 0.13 -5.10
C 0.43 -0.79 -4.48
C 0.10 -1.09 -3.02
C -3.64 -2.14 0.95
C -4.28 -1.18 1.72
C -5.41 -1.40 2.47
C -5.96 -2.68 2.47
C -5.35 -3.69 1.75
C -4.22 -3.42 0.99
C -2.33 -3.17 -1.55
C -3.43 -3.12 -2.42
C -3.58 -4.05 -3.44
C -2.63 -5.06 -3.59
C -1.55 -5.14 -2.73
C -1.40 -4.20 -1.71
H 0.16 -2.50 0.13
H -0.48 -1.81 1.61
H -2.41 0.99 -2.42
H -2.40 -0.71 -2.94
H 0.99 1.37 -2.90
H -0.45 2.18 -2.32
H 0.11 2.16 -4.90
H -1.56 1.97 -4.43
H -0.43 0.26 -6.17
H -1.60 -0.33 -5.01
H 1.42 -0.32 -4.55
H 0.50 -1.73 -5.02
H 1.00 -1.38 -2.49
H -0.60 -1.92 -2.95
H -4.33 0.79 1.85
H -5.87 -0.60 3.03
H -6.86 -2.87 3.04
H -5.77 -4.69 1.75
H -3.78 -4.22 0.41
H -4.19 -2.35 -2.30
H -4.43 -4.00 -4.10
H -2.75 -5.79 -4.38
H -0.82 -5.93 -2.84
H -0.55 -4.28 -1.05
I 3.01 -0.94 -0.29
C 4.24 0.73 -0.82
I 4.17 1.26 -2.86
H 5.25 0.44 -0.56
H 3.90 1.57 -0.21
C -5.28 3.20 7.54
C -4.51 2.47 6.50
C -4.58 1.07 6.41
C -3.87 0.40 5.44
C -3.05 1.14 4.56
C -2.96 2.54 4.64
C -3.69 3.19 5.61
S -2.18 0.21 3.46
O -3.66 0.09 1.77
O -1.23 1.03 2.73
O -2.43 -0.34 -0.91
H -5.82 2.53 8.20
H -6.00 3.88 7.07
H -4.61 3.82 8.14
H -5.20 0.52 7.10
H -3.91 -0.68 5.37
H -2.32 3.09 3.96
H -3.63 4.26 5.70
*
```

Calculated values
LUMO: -7.8 eV
ΔE to the lowest compared entry with this formula, charge and spin: 2.5 kcal per mole
E_HOMO: -0.4991 Eh

Mulliken atomic charge list, values in e, 8 entries: Sn 0.55; C -1.27; Si 0.37; C -0.35; N 0.27; C -0.74; C -0.68; C -0.60

---

Record 5
Below is an isolated molecule of C27H33IN6O7 in a non-equilibrium geometry, with properties calculated with ωB97M-V/def2-TZVPD.

```
! wB97M-V def2-TZVPD RIJCOSX def2/J DEFGRID3
* xyz 0 1
C -4.45 -2.83 -3.19
C -3.94 -2.23 -1.89
C -5.04 -1.40 -1.23
C -2.68 -1.40 -2.19
C -2.00 -0.72 -0.99
N -1.99 -1.57 0.18
C -1.03 -1.85 1.09
O -1.30 -2.45 2.11
C 0.41 -1.43 0.78
C 1.01 -2.51 -0.15
C 2.33 -2.07 -0.71
C 3.53 -2.49 -0.13
C 4.74 -2.08 -0.65
C 4.78 -1.23 -1.75
O 5.94 -0.79 -2.28
C 3.58 -0.80 -2.32
C 2.38 -1.22 -1.80
N 1.10 -1.37 2.05
C 2.02 -0.50 2.52
O 2.47 -0.60 3.64
C 2.51 0.53 1.54
C 3.85 0.44 1.21
C 4.40 1.27 0.25
N 5.79 1.22 -0.06
O 6.26 2.11 -0.74
O 6.43 0.28 0.38
C 3.57 2.13 -0.47
C 2.25 2.23 -0.14
I 1.01 3.41 -1.39
C 1.69 1.53 0.96
N 0.43 1.81 1.39
C -0.03 1.52 2.74
C -1.10 2.52 3.19
C -2.53 2.28 2.67
C -2.78 2.33 1.16
C -2.20 3.57 0.44
N -2.84 3.86 -0.70
O -1.25 4.20 0.86
N -2.27 1.12 0.53
C -2.65 0.64 -0.66
O -3.40 1.23 -1.42
H -5.32 -3.46 -3.00
H -3.69 -3.43 -3.67
H -4.75 -2.04 -3.88
H -3.67 -3.06 -1.22
H -5.94 -2.00 -1.11
H -4.75 -1.03 -0.25
H -5.28 -0.54 -1.85
H -1.96 -2.05 -2.68
H -2.95 -0.60 -2.89
H -0.97 -0.50 -1.28
H -2.90 -1.92 0.45
H 0.46 -0.46 0.29
H 1.12 -3.43 0.43
H 0.31 -2.70 -0.96
H 3.51 -3.15 0.72
H 5.66 -2.40 -0.19
H 6.69 -1.03 -1.72
H 3.63 -0.14 -3.17
H 1.46 -0.88 -2.26
H 0.79 -2.08 2.71
H 4.47 -0.28 1.72
H 3.99 2.70 -1.29
H 0.05 2.68 1.03
H 0.81 1.58 3.44
H -0.42 0.50 2.81
H -0.78 3.52 2.92
H -1.16 2.47 4.28
H -3.16 3.04 3.13
H -2.88 1.30 3.02
H -3.86 2.34 0.98
H -3.44 3.17 -1.13
H -2.45 4.59 -1.28
H -1.60 0.60 1.07
*
```

Calculated values
LUMO: -0.4 eV
Structure (SMILES): CC(C)C[C@@H]1NC(=O)[C@H](Cc2ccc(O)cc2)NC(=O)c2cc([N+](=O)[O-])cc(I)c2NCCC[C@@H](C(N)=O)NC1=O
E_HOMO: -0.3071 Eh

Mulliken atomic charge list, values in e, 8 entries: C -1.69; C 0.75; C -1.33; C -1.38; C 1.12; N 0.39; C -0.58; O -0.72

---

Record 6
Below is a cluster of 2 separate species, C27H33N2O2Si in total in a non-equilibrium geometry, with properties calculated with ωB97M-V/def2-TZVPD.

```
! wB97M-V def2-TZVPD RIJCOSX def2/J DEFGRID3
* xyz 1 1
C 4.31 -0.07 -2.80
Si 2.77 -0.19 -3.84
C 2.57 1.30 -4.94
C 2.74 -1.81 -4.75
O 1.59 -0.17 -2.58
C 0.29 -0.15 -2.80
C -0.62 0.02 -1.77
C -2.03 -0.26 -2.05
C -2.25 -0.95 -3.39
C -1.47 -0.21 -4.43
O -0.04 -0.26 -4.08
H 5.18 0.10 -3.45
H 4.25 0.76 -2.09
H 4.48 -0.99 -2.24
H 3.44 1.36 -5.61
H 1.66 1.26 -5.56
H 2.53 2.23 -4.35
H 3.60 -1.84 -5.43
H 2.83 -2.66 -4.05
H 1.83 -1.95 -5.35
H -0.29 0.60 -0.91
H -2.48 -0.86 -1.25
H -2.58 0.69 -2.08
H -1.96 -2.01 -3.31
H -3.31 -0.91 -3.66
H -1.54 -0.66 -5.43
H -1.76 0.84 -4.46
C 4.21 -1.05 0.88
N 2.87 -0.64 1.27
C 1.72 -0.97 0.61
C 0.61 -0.42 1.28
C -0.75 -0.57 0.93
C -1.78 -0.37 1.89
C -1.76 -0.70 3.27
N -2.94 -0.36 3.85
C -3.22 -0.46 5.27
C -3.79 0.20 2.89
C -3.10 0.23 1.66
C -3.67 0.92 0.60
C -4.97 1.45 0.75
C -5.64 1.39 1.98
C -5.03 0.78 3.10
C 1.16 0.34 2.41
C 2.57 0.15 2.38
C 3.42 0.59 3.39
C 2.84 1.30 4.45
C 1.46 1.57 4.46
C 0.63 1.13 3.42
H 4.90 -0.73 1.66
H 4.25 -2.14 0.78
H 4.50 -0.59 -0.07
H 1.72 -1.59 -0.28
H -0.98 -1.15 0.04
H -0.96 -1.16 3.84
H -4.21 -0.04 5.45
H -3.20 -1.50 5.60
H -2.47 0.10 5.85
H -3.10 1.07 -0.31
H -5.44 1.93 -0.10
H -6.63 1.83 2.08
H -5.50 0.75 4.08
H 4.48 0.37 3.34
H 3.47 1.65 5.28
H 1.03 2.12 5.29
H -0.43 1.39 3.39
*
```

Calculated values
LUMO: -4.3 eV
ΔE to the lowest compared entry with this formula, charge and spin: 16.3 kcal per mole
E_HOMO: -0.3721 Eh

Mulliken atomic charge list, values in e, 8 entries: C -1.07; Si 0.32; C -0.98; C -0.99; O -0.26; C -0.46; C 0.24; C -0.40